Entry A
{"formula": "C3H4O4", "method": "ωB97M-V/def2-TZVPD", "spin_multiplicity": 1, "total_charge": 0, "smiles": "O=C[C@@H](O)C(=O)O", "species": ["C", "C", "C", "O", "O", "O", "O", "H", "H", "H", "H"], "positions_angstrom": [[-0.474, 0.381, 0.185], [-0.011, -1.044, -0.075], [0.683, 1.351, 0.383], [1.322, -1.220, -0.131], [-1.391, 0.779, -0.825], [-0.762, -1.987, -0.262], [0.884, 2.369, -0.271], [1.438, -2.151, -0.422], [-2.020, 0.045, -0.950], [-1.018, 0.372, 1.137], [1.348, 1.103, 1.230]]}

---

Entry B
{"formula": "C3H4O4", "method": "ωB97M-V/def2-TZVPD", "spin_multiplicity": 1, "total_charge": 0, "smiles": "O[C@@H]1CO1.O=C=O", "species": ["C", "C", "C", "O", "O", "O", "O", "H", "H", "H", "H"], "positions_angstrom": [[0.433, 0.801, -0.697], [0.343, 1.238, 0.734], [-0.419, -2.211, -0.504], [0.955, 0.033, 0.347], [-0.954, 1.140, 1.295], [-1.228, -1.699, 0.123], [0.385, -2.688, -1.136], [-0.481, 0.185, -0.984], [1.134, 0.931, -1.537], [1.075, 2.019, 1.228], [-1.244, 0.253, 1.131]]}

---

Comparing the structures above, entry A comes out on top by 76.7 kJ/mol.